[1]
C16H16Cl2FNO2OsSi as an isolated structure at a distorted geometry. Source: the Open Molecules 2025 dataset; level of theory: wB97M-V/def2-TZVPD.

Structure (XYZ):
```
40
C16H16Cl2FNO2OsSi wB97M-V/def2-TZVPD
Os -0.113 0.715 -0.312
Cl -0.517 -1.266 -7.350
Cl 1.632 2.613 -4.321
Si -0.770 1.493 2.276
F 1.410 -1.349 -0.228
O -1.247 -0.751 -1.043
O 0.209 1.317 -2.142
N -0.187 0.055 1.491
C 1.404 -1.781 1.098
C -0.301 -0.546 -5.818
C -2.489 1.610 1.473
C 0.057 0.655 -3.330
C -1.353 -1.138 -2.358
C 0.489 0.622 -5.704
C 0.673 1.218 -4.457
C 2.241 -3.145 2.864
C 0.574 -1.047 1.983
C 0.560 -1.452 3.331
C 2.248 -2.795 1.502
C 0.437 2.676 1.378
C -0.685 1.670 4.132
C 1.410 -2.481 3.756
C -0.901 -1.113 -4.709
C -0.727 -0.532 -3.410
H 1.270 2.924 2.063
H -1.501 -2.018 -4.855
H -3.149 2.304 2.038
H -2.481 1.964 0.416
H 0.899 2.232 0.439
H -1.985 -2.007 -2.534
H -0.146 -0.970 4.030
H 2.878 -3.959 3.210
H -0.057 3.602 1.037
H 0.340 1.479 4.488
H 1.367 -2.825 4.795
H -1.379 0.978 4.656
H 0.932 1.053 -6.607
H -2.970 0.613 1.486
H 2.889 -3.313 0.785
H -0.962 2.693 4.451
```

- relative energy (zero: lowest compared OMol25 entry of this formula, charge and spin) (kJ/mol) = 0.0
- multiplicity = 5
- charge = +2
- HOMO-LUMO gap (alpha / beta) (eV) = 6.947 / 4.883



[2]
An isolated ion of composition C16H16ClF5NO5S and charge +1 at a distorted geometry. Source: the Open Molecules 2025 dataset; level of theory: wB97M-V/def2-TZVPD.

Structure (XYZ):
```
45
C16H16ClF5NO5S wB97M-V/def2-TZVPD
Cl 2.428 0.809 2.581
S 0.369 2.476 -2.183
F 0.985 -5.783 3.496
F -0.859 -6.463 1.988
F -1.939 -1.668 -1.456
F 0.303 -2.448 -1.528
F -1.308 -5.719 4.259
O 2.699 4.785 -1.354
O -2.268 1.262 -1.861
O 2.965 3.823 -0.490
O -1.127 2.140 -0.082
O 2.394 -1.863 1.905
N 1.518 0.356 -0.906
C 3.149 2.561 -1.261
C -0.831 -2.900 3.911
C -0.446 -3.395 1.064
C -1.002 -1.302 3.559
C -0.905 -0.795 1.969
C -0.913 1.397 -1.345
C -2.601 2.168 -2.957
C -0.408 -5.536 3.060
C -0.640 -1.775 0.691
C 2.473 -0.606 1.387
C 2.566 -0.507 -0.245
C 0.060 0.037 -1.301
C 1.804 1.633 -1.322
C -2.864 3.749 -2.476
C -0.581 -1.401 -0.888
C -0.543 -3.932 2.631
H -3.671 1.817 -3.356
H -4.021 4.003 -2.607
H 3.651 -0.072 -0.492
H 2.579 -1.604 -0.717
H 1.718 4.984 -1.201
H -2.645 3.871 -1.320
H -1.220 -0.567 4.463
H -0.943 -3.248 5.024
H -1.898 2.097 -3.905
H -0.253 -4.212 0.246
H 4.121 2.019 -0.899
H 0.219 -0.109 -2.478
H -2.124 2.147 0.139
H -1.072 0.346 1.792
H 3.360 2.912 -2.382
H -2.279 4.509 -3.153
```

- multiplicity = 1
- charge = +1
- HOMO-LUMO gap (eV) = 6.540



[3]
One molecule with the formula C16H16ClN3O2. Source: the Open Molecules 2025 dataset; level of theory: wB97M-V/def2-TZVPD.

Structure (XYZ):
```
38
C16H16ClN3O2 wB97M-V/def2-TZVPD
Cl 7.398 -1.820 -0.449
O 1.564 0.259 -1.544
O -2.043 2.162 0.844
N 3.846 1.759 -0.936
N 0.292 1.544 -0.217
N -0.822 0.715 -0.338
C 2.539 2.308 -0.688
C -6.577 -2.366 -0.254
C 5.453 0.024 -0.617
C -3.211 -0.776 -0.943
C 4.374 0.767 -0.130
C -1.990 1.106 0.231
C -5.373 -1.485 -0.134
C -5.296 -0.519 0.863
C 5.632 -1.159 1.478
C 4.561 -0.426 1.956
C -4.320 -1.594 -1.036
C 3.934 0.525 1.172
C -4.195 0.307 0.960
C 1.433 1.264 -0.874
C 6.065 -0.918 0.184
C -3.133 0.182 0.065
H 2.499 2.732 0.318
H -2.425 -0.876 -1.677
H -7.331 -1.877 -0.873
H 4.203 -0.603 2.959
H -6.321 -3.314 -0.721
H -4.132 1.063 1.728
H 2.369 3.119 -1.404
H -0.634 -0.147 -0.830
H 4.038 1.608 -1.917
H -6.108 -0.414 1.567
H -7.017 -2.556 0.722
H 0.075 2.384 0.310
H 5.806 0.187 -1.624
H -4.372 -2.332 -1.824
H 3.098 1.069 1.582
H 6.118 -1.902 2.089
```

- relative energy (zero: lowest compared OMol25 entry of this formula, charge and spin) (kJ/mol) = 104.6
- multiplicity = 1
- HOMO-LUMO gap (eV) = 8.704
- structure (SMILES) = Cc1ccc(C(=O)NNC(=O)CNc2cccc(Cl)c2)cc1



[4]
C16H16CoN4O3S4 as an isolated structure. Source: the Open Molecules 2025 dataset; level of theory: wB97M-V/def2-TZVPD.

Structure (XYZ):
```
44
C16H16CoN4O3S4 wB97M-V/def2-TZVPD
Co 0.078 -0.478 0.384
S -0.248 0.381 4.841
S 0.177 -2.747 0.763
S -4.398 -0.224 -0.004
S 0.492 -1.391 -1.702
O 1.960 -0.399 0.530
O 1.070 -3.898 -1.480
O -0.065 1.291 -0.178
N -2.563 -0.631 -1.889
N -0.203 -0.221 2.362
N 1.917 -0.268 3.381
N -1.875 -0.423 0.369
C -1.748 0.323 3.991
C 3.202 2.962 -0.043
C 2.803 4.254 -0.193
C 4.172 0.215 0.125
C 0.591 -0.049 3.399
C 1.424 4.531 -0.322
C 2.716 0.568 0.219
C 1.137 -5.163 -0.782
C 0.872 2.182 -0.137
C -2.465 -0.174 1.606
C 0.488 3.538 -0.304
C -1.532 -0.018 2.707
C -2.788 -0.439 -0.586
C 2.261 1.896 0.007
C -3.803 -0.059 1.602
C 0.619 -2.849 -0.855
H 0.171 -5.657 -0.858
H 2.347 -0.460 2.491
H -4.465 0.141 2.426
H 4.729 0.649 0.958
H -2.679 0.539 4.486
H 4.280 -0.865 0.152
H 2.492 0.032 4.147
H 4.255 2.742 0.064
H 4.601 0.607 -0.796
H -0.566 3.749 -0.420
H -3.306 -0.550 -2.559
H 1.099 5.558 -0.438
H 3.525 5.057 -0.214
H 1.899 -5.735 -1.300
H -1.625 -0.802 -2.213
H 1.410 -5.008 0.259
```

- relative energy (zero: lowest compared OMol25 entry of this formula, charge and spin) (kJ/mol) = 0.0
- multiplicity = 1
- charge = +1
- HOMO-LUMO gap (alpha / beta) (eV) = 7.747 / 7.748



[5]
One molecule with the formula C16H16IN3O at a distorted geometry. Source: the Open Molecules 2025 dataset; level of theory: wB97M-V/def2-TZVPD.

Structure (XYZ):
```
37
C16H16IN3O wB97M-V/def2-TZVPD
I 2.746 0.233 3.399
O 1.764 1.091 -1.176
N 1.640 -2.199 -1.573
N -0.126 -2.108 -3.037
N 0.033 -0.307 -1.640
C 0.687 -3.414 1.950
C -3.740 3.935 1.272
C -1.545 3.794 0.137
C 0.533 -1.528 -2.076
C -2.714 1.712 0.672
C -1.642 0.945 0.257
C 2.119 -1.472 2.124
C 0.586 0.700 -1.034
C 2.885 -1.732 -2.194
C 1.545 -2.378 -0.119
C -0.522 2.969 -0.462
C -2.649 3.118 0.667
C -0.450 1.531 -0.272
C 1.441 -2.484 2.721
C 2.183 -1.497 0.774
C 0.808 -3.358 0.557
H 0.049 -4.328 2.424
H -4.179 4.624 0.547
H -3.415 4.600 2.101
H 0.265 -3.986 0.048
H -3.554 1.072 1.002
H -4.542 3.305 1.623
H 0.254 -2.994 -3.314
H 3.465 -1.072 -1.511
H 2.615 -1.071 -3.012
H -1.636 4.931 0.125
H 1.200 -2.422 3.783
H -0.917 -0.217 -1.733
H 0.283 3.438 -1.082
H 3.404 -2.556 -2.672
H 2.873 -0.786 0.382
H -1.745 -0.088 0.343
```

- relative energy (zero: lowest compared OMol25 entry of this formula, charge and spin) (kJ/mol) = 192.8
- multiplicity = 1
- HOMO-LUMO gap (eV) = 9.132
- structure (SMILES) = [H]/N=C(/NC(=O)c1ccc(C)cc1)N(C)c1cccc(I)c1



[6]
One molecule with the formula C16H16N2O2S3 at a distorted geometry. Source: the Open Molecules 2025 dataset; level of theory: wB97M-V/def2-TZVPD.

Structure (XYZ):
```
39
C16H16N2O2S3 wB97M-V/def2-TZVPD
S -2.000 2.419 0.556
S 0.610 1.080 1.102
S 5.138 -0.766 1.237
O -2.399 3.770 0.305
O -2.230 1.863 1.860
N -2.728 1.485 -0.638
N 4.347 1.013 -0.429
C -2.116 -2.638 -0.088
C -4.730 -0.034 0.833
C 6.702 0.439 -0.785
C -3.262 -2.030 0.413
C 0.439 2.797 -0.809
C 3.515 -0.225 1.317
C -2.575 0.088 -0.455
C 3.269 0.722 0.359
C -1.204 -1.860 -0.785
C 2.018 1.394 0.131
C 5.387 0.341 -0.115
C -0.292 2.210 0.179
C 1.764 2.334 -0.838
C -3.508 -0.676 0.251
C -1.883 -4.101 0.137
C -1.434 -0.509 -0.972
H -0.995 -4.439 -0.391
H -0.308 -2.308 -1.188
H 2.515 2.662 -1.533
H 0.024 3.532 -1.474
H -2.737 -4.682 -0.206
H 2.833 -0.615 2.045
H -0.734 0.094 -1.529
H -5.353 0.403 0.050
H -3.976 -2.629 0.959
H 6.986 -0.524 -1.207
H 7.470 0.733 -0.071
H 6.645 1.179 -1.579
H -1.750 -4.301 1.200
H -5.324 -0.764 1.376
H -3.689 1.782 -0.736
H -4.434 0.759 1.519
```

- relative energy (zero: lowest compared OMol25 entry of this formula, charge and spin) (kJ/mol) = 0.0
- multiplicity = 1
- HOMO-LUMO gap (eV) = 8.304
- structure (SMILES) = Cc1ccc(NS(=O)(=O)c2ccc(-c3csc(C)n3)s2)c(C)c1